C4H9N3 | ωB97M-V/def2-TZVPD

Calculated values
frontier orbital gap (alpha / beta): 7.136 / 9.020 eV
HOMO level (alpha / beta): -8.841 / -9.461 eV
max |F|: 0.0519 Eh/bohr

Last column: natural (NBO) charge in e.
Element x y z (Å)
H1 -0.84 -0.92 -0.20  0.19
H2 1.77 -1.66 0.18  0.18
N1 -2.02 0.72 0.16  -0.80
H3 -0.77 0.48 -2.23  0.23
C1 0.89 1.39 1.21  0.36
H4 2.48 -0.92 1.71  0.19
N2 0.11 0.39 1.06  -0.42
H5 0.87 0.42 -1.55  0.21
C2 1.71 -1.48 1.23  -0.36
H6 -0.14 1.85 -1.31  0.22
N3 1.57 2.30 1.48  -0.37
C3 -0.15 0.77 -1.39  -0.63
H7 -1.98 1.73 0.28  0.36
H8 1.04 -2.06 1.83  0.19
H9 -2.44 0.32 0.99  0.37
C4 -0.72 0.17 -0.10  0.09

***

C9H12N2S | ωB97M-V/def2-TZVPD

Calculated values
frontier orbital gap (alpha / beta): 6.138 / 6.139 eV
HOMO level (alpha / beta): -6.236 / -6.237 eV
max |F|: 0.1118 Eh/bohr

Last column: natural (NBO) charge in e.
Element x y z (Å)
H1 2.07 -2.10 -1.34  0.25
H2 -0.22 -2.60 1.50  0.34
S1 3.51 -0.25 0.25  0.10
H3 2.06 -0.67 -2.35  0.23
C1 -1.43 1.20 -0.47  -0.19
N1 0.11 -1.69 0.94  -0.82
H4 -3.45 1.50 -1.14  0.21
H5 1.80 1.44 1.86  0.20
H6 0.64 -1.24 -1.65  0.25
C2 -2.76 0.81 -0.55  -0.33
H7 -1.33 2.30 -0.71  0.21
C3 1.43 1.86 0.86  -0.41
C4 -2.17 -1.25 0.40  -0.29
C5 1.63 -1.13 -1.46  -0.67
N2 0.95 0.81 0.02  -0.35
H8 2.21 2.38 0.43  0.21
C6 -3.13 -0.44 -0.05  -0.17
H9 -4.06 -0.83 -0.07  0.20
H10 3.49 0.23 1.40  0.12
C7 1.83 -0.13 -0.32  0.33
C8 -0.42 0.39 0.01  -0.06
H11 -2.43 -2.17 0.75  0.19
C9 -0.79 -0.93 0.51  0.19
H12 0.47 2.51 1.19  0.24

***

Relative energy (zero: lowest compared OMol25 entry of this formula, charge and spin) for every record listed, in sequence, given in kcal per mole: 92.89; 84.11.